{
  "formula": "C2H5N3S",
  "method": "the ωB97M-V functional and the def2-TZVPD basis",
  "fmax_ev_per_a": 1.624,
  "e_lumo_ev": 0.890,
  "de_lowest_ev": 2.878,
  "orbital_gap_ev": 9.60,
  "species": ["C", "C", "H", "H", "H", "H", "H", "N", "N", "N", "S"],
  "xyz": [[0.20935, 1.26480, 0.08085], [-1.00260, -1.30010, 0.37705], [3.09029, -0.57895, -0.04852], [-0.00502, 2.23310, 0.48088], [-1.52970, 1.34248, -1.01352], [-0.26222, -0.98995, 1.15017], [-1.50757, -2.29203, 0.40594], [1.38348, 0.79190, 0.28110], [-0.83532, 0.71658, -0.65354], [-1.39271, -0.53352, -0.58081], [1.85203, -0.65430, -0.47961]],
  "forces_ev_per_a": [[0.5, -1.0, -0.1], [-0.4, -0.1, -0.4], [0.7, 0.0, 0.2], [0.0, 0.6, 0.2], [0.1, 0.4, -0.1], [-0.7, -0.4, -0.6], [0.6, 0.9, 0.1], [-0.5, 0.1, -0.2], [-0.1, 0.2, -0.3], [0.6, -0.9, 1.2], [-0.8, 0.2, -0.1]]
}

***

{
  "formula": "C34H42GdNO4",
  "method": "the ωB97M-V functional and the def2-TZVPD basis",
  "fmax_ev_per_a": 2.930,
  "s_squared": 15.833,
  "e_lumo_ev": [-1.091, 0.333],
  "de_lowest_ev": 1.093,
  "orbital_gap_ev": [5.99, 7.42],
  "multiplicity": 8,
  "species": ["O", "C", "C", "H", "H", "C", "H", "H", "C", "H", "H", "H", "C", "H", "H", "H", "Gd", "C", "C", "C", "H", "C", "C", "H", "H", "H", "H", "C", "C", "C", "H", "C", "C", "H", "H", "H", "H", "O", "C", "C", "H", "H", "C", "H", "H", "C", "H", "H", "H", "H", "C", "C", "C", "C", "C", "C", "N", "C", "C", "C", "C", "C", "C", "C", "O", "O", "C", "C", "H", "H", "H", "H", "H", "H", "H", "H", "H", "H", "H", "H", "H", "H"],
  "xyz": [[0.50273, 0.07952, -5.99382], [0.45936, 1.30428, -6.81836], [0.41668, 0.60463, -8.15813], [1.35912, 1.92282, -6.68081], [-0.44492, 1.88182, -6.60978], [0.48506, -0.65027, -7.27050], [1.27777, 0.78184, -8.79032], [-0.52261, 0.78289, -8.68814], [1.75997, -1.43775, -7.48681], [2.64073, -0.81831, -7.31107], [1.79824, -1.80579, -8.51631], [1.80338, -2.30961, -6.82029], [-0.74599, -1.50964, -7.47727], [-1.65267, -0.91681, -7.30660], [-0.72737, -2.40152, -6.83760], [-0.75477, -1.83967, -8.51899], [-0.16787, -0.37030, -0.60965], [-2.31642, -1.05451, 0.63763], [-2.30809, 0.35915, 0.82604], [-2.51312, 0.98240, -0.44094], [-2.26351, 0.86355, 1.78032], [-2.67508, -0.05297, -1.41835], [-2.55871, -1.31526, -0.74981], [-2.71201, -2.28396, -1.20293], [-2.23927, -1.79617, 1.43100], [-2.60610, 2.04900, -0.61947], [-2.90478, 0.09242, -2.46685], [0.85961, -2.35045, 0.62255], [0.18843, -2.88517, -0.51975], [0.92108, -2.50037, -1.69052], [-0.70132, -3.51101, -0.48747], [2.06978, -1.76224, -1.25767], [2.02293, -1.65234, 0.16290], [2.76586, -1.17893, 0.79346], [0.58659, -2.52620, 1.66123], [0.68654, -2.79827, -2.71381], [2.88124, -1.40222, -1.88778], [1.35963, 1.38296, -3.18257], [0.04111, 0.80944, -3.48496], [-0.87725, 1.93161, -3.98255], [-0.61110, 0.28734, -2.69872], [0.19707, -0.04612, -4.17035], [-0.01178, 3.20817, -3.87499], [-1.74376, 1.95330, -3.30704], [-1.18902, 1.75570, -5.00779], [1.15207, 2.81173, -2.98703], [-0.59524, 4.07117, -3.56621], [0.39106, 3.43162, -4.87830], [0.86694, 3.04699, -1.95284], [2.08246, 3.31017, -3.24058], [5.23648, 0.49612, 5.74428], [4.31932, -0.52143, 5.12176], [4.93289, -1.60399, 4.47743], [4.17583, -2.62846, 3.90597], [2.78807, -2.52489, 3.89743], [2.16756, -1.40142, 4.48001], [0.80791, -1.25625, 4.27831], [0.01867, -0.09292, 4.30627], [-1.04850, 0.01269, 5.21628], [-1.67424, 1.23535, 5.43971], [-1.29501, 2.35549, 4.67984], [-0.39471, 2.19947, 3.61729], [0.23917, 0.97737, 3.41456], [1.16403, 0.77842, 2.23982], [2.37778, 0.65056, 2.39089], [0.53996, 0.74909, 1.08658], [2.92078, -0.44541, 5.19803], [2.25035, 0.59849, 6.02346], [4.98748, 1.52441, 5.46382], [5.23759, 0.44156, 6.83896], [6.26686, 0.30349, 5.42788], [6.02254, -1.64848, 4.46231], [4.66923, -3.48952, 3.45834], [2.16484, -3.25528, 3.38824], [0.26907, -2.09959, 4.08087], [-1.32577, -0.86774, 5.80240], [-2.45765, 1.33709, 6.19591], [-1.70964, 3.34637, 4.87581], [-0.16795, 3.00297, 2.91565], [1.91575, 1.45108, 5.42228], [1.37041, 0.19129, 6.52616], [2.93049, 0.98729, 6.78419]],
  "forces_ev_per_a": [[-0.1, 0.5, -2.9], [0.4, 1.0, 0.7], [-0.1, 0.1, 0.8], [-0.3, -0.2, 0.3], [0.3, 0.0, 0.0], [0.0, -1.1, -1.0], [0.0, -0.1, -0.1], [0.2, -0.3, -0.1], [0.1, -0.3, 0.3], [0.0, 0.0, 0.0], [0.0, 0.0, 0.1], [0.0, 0.2, -0.1], [0.0, -0.1, 0.4], [0.1, -0.2, 0.1], [-0.2, 0.2, 0.0], [0.0, 0.0, 0.1], [0.7, 0.8, 0.5], [-0.5, 0.5, -0.3], [-0.7, -0.4, -0.8], [0.0, -0.9, 0.2], [0.3, 0.0, -0.1], [-0.1, -0.4, 0.9], [-0.5, 1.0, 0.1], [0.1, 0.1, 0.0], [0.1, 0.2, -0.3], [0.1, -0.2, 0.0], [0.0, -0.1, 0.1], [0.6, -0.3, -0.7], [0.6, -0.1, -0.1], [0.1, -0.2, 0.6], [0.3, 0.2, -0.1], [-0.4, -0.2, 0.6], [-0.2, -1.0, -0.5], [-0.2, 0.1, -0.1], [0.0, 0.2, -0.3], [0.1, 0.2, 0.3], [-0.4, 0.1, 0.1], [-2.1, 0.2, 0.5], [0.2, -1.1, 0.0], [0.3, 0.0, 0.5], [1.2, 0.9, 0.0], [0.0, 1.1, 0.5], [0.1, -0.4, -1.4], [0.1, 0.3, -0.4], [-0.3, 0.0, 0.3], [-0.4, -0.4, 0.4], [0.2, 0.1, 0.3], [-0.2, 0.0, 0.3], [0.4, -0.3, 0.1], [0.1, 0.0, 0.1], [0.1, 0.2, 0.2], [0.1, -0.6, -0.2], [-0.2, -0.1, 0.0], [-0.2, 0.2, 0.2], [0.3, 0.6, 0.2], [1.1, 0.0, -0.3], [-1.6, -0.9, -0.2], [-0.4, 0.8, 0.0], [0.3, 0.0, 0.1], [0.0, 0.4, -0.5], [0.1, -0.1, -0.3], [-0.3, -0.2, 0.3], [0.1, -0.4, 0.4], [1.3, -0.2, -0.2], [-1.4, 0.3, -0.2], [0.3, 0.5, 0.4], [0.3, -0.7, -0.4], [-0.1, 0.5, 0.1], [-0.1, -0.1, 0.0], [-0.1, 0.0, -0.1], [-0.2, 0.1, 0.0], [-0.3, 0.0, -0.1], [-0.1, 0.2, 0.0], [0.1, 0.0, 0.0], [0.5, 0.3, 0.2], [0.2, 0.3, -0.1], [0.3, -0.1, -0.2], [0.0, -0.4, 0.0], [-0.2, 0.0, 0.3], [0.0, 0.0, 0.1], [0.1, 0.1, 0.0], [-0.1, -0.1, 0.0]]
}

***

{
  "formula": "C2H8InNO5",
  "method": "the ωB97M-V functional and the def2-TZVPD basis",
  "fmax_ev_per_a": 3.209,
  "e_lumo_ev": -15.404,
  "orbital_gap_ev": 2.54,
  "total_charge": 2,
  "species": ["In", "N", "O", "O", "O", "C", "O", "H", "H", "H", "H", "C", "O", "H", "H", "H", "H"],
  "xyz": [[0.40898, -1.57675, 0.04062], [4.02417, -1.06137, 2.07868], [2.92061, -1.05914, 1.56724], [4.14232, -0.33187, 3.04966], [4.93915, -1.75416, 1.55879], [0.40391, 2.32278, -0.61317], [0.71890, 1.19701, 0.20642], [0.09332, 3.20454, -0.05270], [1.32686, 2.61637, -1.11325], [-0.36335, 2.05341, -1.33902], [1.03029, 1.65814, 0.98872], [-3.39134, -1.47557, -1.20941], [-2.33807, -0.64628, -0.71827], [-3.61461, -1.28866, -2.25980], [-3.14192, -2.53357, -1.12864], [-4.36014, -1.43297, -0.71171], [-2.79910, 0.10810, -0.34417]],
  "forces_ev_per_a": [[-0.5, 1.0, -0.2], [2.9, -0.9, -0.4], [-1.1, 0.1, -0.2], [0.4, -0.9, -0.9], [-2.2, 1.7, 1.6], [0.3, 0.7, -1.6], [-0.2, -0.5, 0.8], [-0.3, -0.3, 0.4], [-0.2, 0.0, -0.4], [0.1, 0.0, 0.1], [0.3, -0.7, 0.7], [-0.8, -1.4, -0.3], [-0.1, -0.4, -0.2], [0.4, 0.3, -0.3], [0.5, 0.0, -0.1], [0.3, 0.7, 0.5], [0.3, 0.5, 0.4]]
}

***

Question: What is the formula in the second record?
Answer: C34H42GdNO4